(1)
DFT (the ωB97M-V functional and the def2-TZVPD basis) results for a cluster of 2 separate species, C3H9O in total at a distorted geometry.

Last column: Mulliken charge in e.
Element x y z (Å)
O: -1.152 1.167 2.590  -1.128
H: -1.958 0.589 2.562  0.118
C: 1.425 -1.008 -0.343  -1.142
C: 0.408 0.123 -0.545  -0.075
C: -0.532 -0.220 -1.744  -1.070
H: 2.130 -0.753 -1.163  0.259
H: 2.026 -0.968 0.561  0.312
H: 1.047 -1.998 -0.361  0.320
H: -0.288 0.270 0.351  0.242
H: 0.831 1.085 -0.660  0.286
H: -1.056 0.743 -1.973  0.287
H: -1.252 -1.009 -1.557  0.310
H: -0.073 -0.668 -2.680  0.284

Results
net charge	-1
calculated total energy	-5303.2642	eV
Kohn-Sham gap	6.03	eV

***

(2)
DFT (the ωB97M-V functional and the def2-TZVPD basis) results for a cluster of 17 separate species, C74H157O40P3S14 in total at a distorted geometry.

Last column: Mulliken charge in e.
Element x y z (Å)
C: -6.943 -1.922 -3.680  -1.108
C: -5.507 -1.413 -3.636  2.037
C: -4.850 -1.532 -4.982  -0.695
S: -6.030 -2.203 -6.139  1.022
O: -5.899 -3.655 -6.206  -0.599
O: -6.096 -1.432 -7.353  -0.691
C: -7.582 -1.836 -5.071  -0.873
H: -7.543 -1.456 -2.898  0.486
H: -7.022 -2.911 -3.228  0.343
H: -5.013 -2.041 -2.894  -0.966
H: -5.429 -0.353 -3.392  -0.267
H: -3.897 -2.045 -5.117  0.398
H: -4.640 -0.489 -5.218  0.041
H: -8.427 -2.457 -5.366  0.457
H: -7.745 -0.769 -5.225  0.367
C: -4.903 4.291 -1.122  0.116
C: -5.332 2.893 -1.504  0.649
C: -6.653 2.627 -0.889  0.011
S: -7.653 4.187 -1.158  1.127
O: -8.356 4.528 0.061  -0.619
O: -8.330 4.202 -2.405  -0.694
C: -6.082 5.147 -1.522  -1.020
H: -3.912 4.523 -1.514  0.439
H: -4.876 4.252 -0.033  -0.419
H: -4.597 2.230 -1.048  -0.833
H: -5.385 2.725 -2.580  -0.019
H: -6.639 2.563 0.199  -0.603
H: -7.071 1.657 -1.159  0.723
H: -6.118 6.105 -1.003  0.521
H: -6.159 5.286 -2.600  0.401
C: 0.623 4.256 7.771  -0.668
C: 1.146 4.448 6.359  -0.373
C: -0.025 4.105 5.402  0.172
S: -0.759 2.592 6.130  1.357
O: 0.058 1.483 5.629  -0.482
O: -2.209 2.552 6.058  -0.698
C: -0.150 2.890 7.888  -1.038
H: -0.048 5.054 8.091  0.316
H: 1.516 4.186 8.391  0.429
H: 1.938 3.713 6.219  -0.056
H: 1.594 5.401 6.076  0.501
H: 0.090 3.832 4.353  -0.468
H: -0.819 4.846 5.488  0.280
H: 0.318 1.926 8.086  0.379
H: -1.052 2.886 8.500  0.438
C: -1.849 1.006 -3.786  0.449
C: -2.834 1.790 -4.721  -0.478
C: -2.142 3.151 -4.978  -1.093
S: -0.923 3.466 -3.533  0.997
O: -1.442 4.665 -2.876  -0.674
O: 0.490 3.334 -3.982  -0.466
C: -1.460 1.935 -2.635  1.436
H: -1.004 0.680 -4.392  0.410
H: -2.316 0.065 -3.492  -0.670
H: -3.771 1.947 -4.187  -0.027
H: -3.111 1.217 -5.605  0.561
H: -2.936 3.891 -4.876  0.422
H: -1.595 3.228 -5.918  0.426
H: -2.239 2.351 -1.997  -0.900
H: -0.679 1.613 -1.947  -0.322
C: -7.388 -2.844 2.905  -1.044
C: -6.273 -2.403 1.964  1.062
C: -6.837 -2.235 0.577  -0.397
S: -8.463 -1.489 0.828  1.042
O: -9.383 -2.112 -0.092  -0.734
O: -8.290 0.007 0.771  -0.491
C: -8.675 -2.007 2.592  -0.778
H: -7.375 -2.651 3.978  0.260
H: -7.385 -3.932 2.839  0.472
H: -5.496 -3.167 1.987  0.633
H: -5.787 -1.486 2.296  -1.019
H: -7.158 -3.150 0.079  0.406
H: -6.479 -1.594 -0.229  -0.238
H: -9.602 -2.579 2.559  0.497
H: -8.939 -1.145 3.205  0.328
C: 3.457 -1.308 4.382  0.437
C: 4.802 -0.845 4.829  -1.113
C: 5.198 0.353 3.987  -0.460
S: 3.590 1.275 3.500  0.903
O: 3.495 1.298 2.015  0.379
O: 3.386 2.497 4.275  -0.768
C: 2.466 -0.076 4.112  -0.460
H: 2.910 -1.979 5.044  0.821
H: 3.586 -1.729 3.385  -0.598
H: 5.561 -1.610 4.993  0.387
H: 4.786 -0.410 5.828  0.331
H: 5.718 0.065 3.073  -0.392
H: 5.851 1.117 4.410  0.715
H: 1.670 -0.230 3.384  -0.320
H: 2.075 0.245 5.078  0.216
C: 7.021 4.621 0.984  -0.614
C: 6.606 3.436 1.914  -0.203
C: 6.470 2.139 1.093  0.600
S: 6.939 2.569 -0.656  1.030
O: 5.785 3.029 -1.480  -0.424
O: 7.870 1.529 -1.128  -0.721
C: 7.854 4.082 -0.172  -0.952
H: 7.654 5.334 1.514  0.515
H: 6.113 5.143 0.681  0.041
H: 5.625 3.674 2.325  -0.255
H: 7.273 3.360 2.773  0.534
H: 5.452 1.765 0.981  -1.042
H: 7.156 1.316 1.291  0.698
H: 8.086 4.700 -1.039  0.468
H: 8.740 3.605 0.249  0.407
C: -7.555 3.278 3.974  -1.126
C: -6.101 3.720 4.248  -0.229
C: -5.280 2.462 4.495  -0.503
S: -6.052 1.141 3.363  1.311
O: -6.499 -0.006 4.112  -0.853
O: -5.316 1.008 2.133  0.154
C: -7.622 2.164 3.064  -0.364
H: -8.096 4.166 3.645  0.451
H: -8.039 3.025 4.918  0.293
H: -6.068 4.422 5.081  0.507
H: -5.774 4.201 3.326  -0.005
H: -5.564 2.234 5.523  0.389
H: -4.200 2.548 4.378  -0.068
H: -8.428 1.474 3.316  0.325
H: -7.666 2.512 2.032  -0.015
C: 3.846 -4.423 3.335  0.523
C: 2.383 -4.405 2.776  0.154
C: 2.231 -5.436 1.669  -0.692
S: 3.078 -7.002 2.326  1.113
O: 3.697 -7.836 1.315  -0.655
O: 2.197 -7.714 3.276  -0.672
C: 4.387 -5.964 3.290  -0.793
H: 3.918 -3.930 4.305  0.530
H: 4.439 -3.800 2.666  -0.794
H: 2.076 -3.409 2.456  -0.401
H: 1.678 -4.726 3.542  0.253
H: 2.789 -4.959 0.863  0.208
H: 1.183 -5.551 1.391  0.637
H: 5.197 -6.035 2.563  0.123
H: 4.738 -6.343 4.250  0.479
C: -2.297 6.266 3.063  0.851
C: -2.801 6.237 1.574  -0.138
C: -2.645 7.672 0.978  -1.024
S: -3.252 8.665 2.350  1.205
O: -4.719 8.692 2.303  -0.653
O: -2.484 9.924 2.427  -0.714
C: -2.652 7.621 3.617  -0.968
H: -1.245 6.008 3.190  -0.582
H: -2.904 5.588 3.663  0.031
H: -3.859 5.973 1.586  0.162
H: -2.272 5.444 1.045  0.182
H: -3.175 7.950 0.067  0.581
H: -1.612 7.959 0.781  0.260
H: -3.434 7.656 4.375  0.409
H: -1.835 8.156 4.101  0.454
C: -4.734 -6.229 -2.068  -0.268
C: -3.479 -6.964 -1.728  -0.778
C: -2.275 -6.132 -2.208  -0.694
S: -2.820 -5.031 -3.603  1.157
O: -2.102 -5.406 -4.790  -0.746
O: -2.901 -3.612 -3.157  -0.498
C: -4.530 -5.766 -3.576  -0.809
H: -4.775 -5.408 -1.352  0.007
H: -5.608 -6.833 -1.820  0.468
H: -3.452 -7.906 -2.276  0.324
H: -3.482 -7.113 -0.648  0.364
H: -1.491 -6.787 -2.587  0.370
H: -1.739 -5.501 -1.500  0.426
H: -4.590 -6.660 -4.198  0.394
H: -5.202 -5.087 -4.102  0.253
C: 7.766 -4.802 1.923  -1.109
C: 7.472 -3.787 3.097  0.126
C: 7.811 -2.386 2.562  -0.868
S: 7.092 -2.320 0.894  1.026
O: 8.019 -1.768 -0.082  -0.785
O: 5.741 -1.743 1.064  -0.415
C: 6.966 -4.243 0.752  -0.092
H: 7.456 -5.832 2.098  0.415
H: 8.827 -4.800 1.673  0.400
H: 8.054 -4.048 3.981  0.566
H: 6.469 -3.795 3.524  -0.429
H: 8.893 -2.458 2.455  0.408
H: 7.631 -1.409 3.011  0.497
H: 7.352 -4.658 -0.179  0.554
H: 5.918 -4.502 0.900  -0.160
C: -2.813 -0.787 4.913  0.176
C: -3.032 -1.776 3.751  0.265
C: -1.829 -2.739 3.715  -0.551
S: -1.281 -3.051 5.453  0.999
O: 0.177 -3.263 5.381  -0.495
O: -2.217 -4.042 5.930  -0.709
C: -1.855 -1.387 5.997  -0.770
H: -3.831 -0.620 5.266  0.619
H: -2.408 0.123 4.470  -0.611
H: -3.186 -1.259 2.804  -0.357
H: -3.957 -2.315 3.956  0.222
H: -1.119 -2.215 3.074  -0.186
H: -2.058 -3.655 3.169  0.730
H: -0.961 -0.775 6.113  0.176
H: -2.278 -1.419 7.001  0.468
C: 3.220 4.086 0.448  2.427
C: 2.430 4.424 -0.841  -0.545
C: 1.094 5.021 -0.453  -0.374
S: 1.121 5.530 1.345  1.055
O: 0.319 4.572 2.065  0.007
O: 0.975 6.971 1.383  -0.803
C: 2.921 5.178 1.454  -1.796
H: 4.279 4.001 0.204  -1.008
H: 2.756 3.234 0.945  -0.752
H: 2.204 3.559 -1.465  -0.077
H: 2.948 5.192 -1.415  0.275
H: 0.340 4.251 -0.616  -0.415
H: 0.703 5.867 -1.019  0.611
H: 3.405 4.871 2.381  0.696
H: 3.319 6.075 0.981  0.528
C: 3.985 3.604 -4.729  -0.984
C: 4.342 2.203 -4.206  0.671
O: 3.871 1.086 -5.014  0.115
P: 4.829 0.325 -6.105  0.695
O: 4.141 -0.680 -6.910  -0.818
O: 5.414 1.556 -6.959  -0.294
C: 6.178 1.433 -8.079  -0.309
C: 7.609 0.931 -7.910  -1.069
O: 6.030 -0.215 -5.269  -0.301
C: 5.905 -1.223 -4.259  -0.268
C: 6.374 -0.861 -2.840  0.314
H: 2.898 3.651 -4.652  0.125
H: 4.403 4.359 -4.064  0.274
H: 4.325 3.764 -5.752  0.296
H: 5.400 2.070 -3.977  0.282
H: 3.943 2.106 -3.196  -0.282
H: 5.625 0.821 -8.791  0.315
H: 6.264 2.446 -8.471  0.274
H: 8.290 1.105 -8.743  0.418
H: 8.094 1.575 -7.177  0.286
H: 7.672 -0.100 -7.561  0.245
H: 4.839 -1.448 -4.214  -0.002
H: 6.528 -2.041 -4.620  0.382
H: 6.272 -1.653 -2.098  -0.320
H: 7.405 -0.537 -2.696  0.476
H: 5.934 0.077 -2.500  -0.469
C: -1.817 1.910 1.502  -0.156
C: -0.537 1.364 2.108  1.391
O: 0.315 0.867 1.060  0.631
P: 0.049 -0.585 0.418  -0.350
O: 0.289 -1.734 1.383  -0.618
O: -1.445 -0.382 -0.151  0.298
C: -2.138 -1.477 -0.695  0.281
C: -3.617 -1.259 -0.505  -0.011
O: 1.052 -0.569 -0.861  0.522
C: 2.376 -1.094 -0.689  -0.653
C: 3.382 -0.070 -1.098  2.642
H: -2.621 1.174 1.488  -0.349
H: -2.177 2.807 2.004  0.550
H: -1.652 2.140 0.449  -0.599
H: 0.077 2.048 2.695  -0.662
H: -0.839 0.630 2.855  -0.533
H: -1.998 -1.575 -1.771  -0.547
H: -1.912 -2.423 -0.203  0.659
H: -3.946 -0.438 -1.141  -0.247
H: -4.138 -2.156 -0.841  0.315
H: -3.872 -1.005 0.524  -0.448
H: 2.563 -1.558 0.279  -0.339
H: 2.463 -1.991 -1.301  -0.334
H: 3.498 0.015 -2.178  -0.323
H: 3.106 0.909 -0.705  -1.083
H: 4.302 -0.292 -0.557  -0.494
C: 1.317 -1.484 -3.842  -0.029
C: 0.385 -2.720 -3.674  0.397
O: 0.935 -3.746 -4.508  -0.619
P: 1.577 -5.034 -3.852  1.531
O: 1.249 -5.291 -2.433  -0.743
O: 1.103 -6.243 -4.807  -0.392
C: 1.227 -6.132 -6.228  -0.086
C: 1.780 -7.428 -6.781  -1.330
O: 3.202 -4.889 -4.207  -0.414
C: 4.169 -5.612 -3.362  -0.909
C: 4.792 -4.686 -2.369  0.270
H: 0.940 -0.726 -3.155  -0.456
H: 2.358 -1.671 -3.576  -0.406
H: 1.354 -1.176 -4.887  0.712
H: 0.353 -2.953 -2.609  0.456
H: -0.617 -2.425 -3.986  -0.135
H: 0.256 -5.869 -6.648  0.303
H: 1.945 -5.369 -6.529  0.247
H: 2.843 -7.507 -6.555  0.258
H: 1.250 -8.228 -6.265  0.301
H: 1.629 -7.492 -7.859  0.402
H: 3.602 -6.304 -2.739  0.426
H: 4.833 -6.020 -4.125  0.372
H: 4.039 -4.261 -1.706  -0.240
H: 5.436 -5.205 -1.658  0.324
H: 5.267 -3.824 -2.838  -0.135

Results
net charge	0
calculated total energy	-340742.6773	eV
Kohn-Sham gap	9.80	eV

***

(3)
DFT (the ωB97M-V functional and the def2-TZVPD basis) results for a structure of composition C5H7NO.

Last column: Mulliken charge in e.
Element x y z (Å)
C: -0.650 2.360 -0.470  -0.716
N: -1.172 1.004 -0.574  -0.530
C: -0.339 0.094 -0.375  0.759
O: 1.032 0.213 -0.129  -0.427
C: 1.133 -1.216 -0.032  -0.011
C: 0.313 -1.684 1.111  -0.590
C: -0.340 -1.396 -0.236  -0.494
H: -0.833 2.901 -1.403  0.261
H: -1.191 2.874 0.331  0.257
H: 0.422 2.398 -0.244  0.294
H: 1.996 -1.686 -0.485  0.373
H: 0.138 -1.004 1.941  0.197
H: 0.393 -2.734 1.375  0.260
H: -0.902 -2.124 -0.808  0.366

Results
net charge	0
calculated total energy	-8833.6362	eV
Kohn-Sham gap	10.63	eV

***

Among the records above, which one has the lowest calculated total energy? C74H157O40P3S14

***

Kohn-Sham gap of number 3 (C5H7NO)? 10.63 eV

***

The lowest calculated total energy belongs to which entry? C74H157O40P3S14